1.
Computed, not measured: one molecule with the formula C3H8NP at a distorted geometry, with ωB97M-V with the def2-TZVPD basis set.

The geometry in XYZ format:
```
13
Properties=species:S:1:pos:R:3:forces:R:3:nbo_charge:R:1
C -2.4591 0.8235 -0.1685 0.9697 -4.0228 0.1638 -0.939
P -1.7675 -0.7772 0.0669 1.0713 2.9575 -0.4381 0.867
N -0.0248 -0.5572 0.1742 -0.9861 0.6335 0.1027 -0.739
C 0.6088 0.7419 0.2865 -1.1320 0.8783 1.8123 -0.404
C 0.9878 -1.5838 -0.1040 -3.5962 -3.0740 2.7660 -0.398
H -3.5406 0.6875 -0.3172 0.5053 0.6644 0.1771 0.229
H -1.8968 1.7091 -0.3987 -0.1982 0.3620 0.1506 0.220
H 0.4215 1.4080 1.2356 -0.1408 -1.5194 -1.5589 0.196
H 1.6428 0.5431 0.2588 1.2828 0.2965 0.0893 0.192
H 0.3559 1.2990 -0.5758 -0.1904 1.1452 -0.9056 0.187
H 1.0804 -2.1906 0.8954 0.1314 0.5382 -1.8646 0.185
H 0.5941 -2.2597 -0.8887 0.6962 0.2322 0.3460 0.205
H 1.9366 -1.2144 -0.2825 1.5871 0.9084 -0.8404 0.200
```
Forces are in eV/Å.

Results
SMILES: C=PN(C)C
Net charge: 0
E_tot, a.u.: -515.1311



2.
Computed, not measured: a 2-piece molecular cluster, C3H8NS overall at a distorted geometry, with ωB97M-V with the def2-TZVPD basis set.

The geometry in XYZ format:
```
13
Properties=species:S:1:pos:R:3:forces:R:3:nbo_charge:R:1
C -2.1649 2.1198 -0.5850 -1.5322 0.0915 0.2458 -0.753
S -0.4782 1.7018 -0.9259 1.0195 -0.0050 -0.1652 -0.713
H -2.2657 3.0486 0.0377 -0.1026 -0.7072 -0.4692 0.165
H -2.6795 2.2708 -1.5504 -0.0964 0.2877 0.3815 0.170
H -2.7562 1.2927 -0.0942 0.5741 0.6914 -0.1305 0.159
C 0.6841 -1.5812 -0.6229 -0.8805 -0.1227 1.3623 -0.570
C 1.2072 -0.8395 0.4001 0.4099 -1.0162 -2.2597 0.013
N 1.8428 -1.3896 1.5145 0.3344 0.4197 0.2920 -0.837
H 0.6911 -2.7014 -0.5522 -0.0095 0.9518 0.0349 0.148
H -0.1125 -1.1255 -1.2533 1.2902 -0.1175 0.1739 0.252
H 1.3388 0.2349 0.2217 -0.8445 -0.2923 0.6982 0.240
H 2.2658 -2.3015 1.3944 -0.1450 0.1842 0.0264 0.362
H 2.4273 -0.7300 2.0154 -0.0175 -0.3653 -0.1905 0.364
```
Forces are in eV/Å.

Results
Net charge: -1
E_tot, a.u.: -572.0192



3.
Computed, not measured: a 2-piece molecular cluster, C3H8NS overall at a distorted geometry, with ωB97M-V with the def2-TZVPD basis set.

The geometry in XYZ format:
```
13
Properties=species:S:1:pos:R:3:forces:R:3:nbo_charge:R:1
C 1.4115 0.4910 -1.1867 1.3062 1.2414 -0.3212 -0.762
S 2.6545 0.4397 0.2011 0.1805 -0.1096 -0.5609 -0.687
H 1.0281 -0.5323 -1.3678 -0.9446 1.0677 0.5686 0.197
H 0.8601 1.4696 -0.9900 -0.5764 -2.0785 -0.2540 0.209
H 1.8512 0.7049 -2.1761 0.5602 0.0521 0.3016 0.174
C -2.0256 -0.3103 0.0880 1.8870 -0.9816 1.3207 -0.675
C -0.7879 -0.7275 0.5678 -0.6580 -1.7778 -4.0088 0.102
N -0.0278 -0.1590 1.5097 -2.3416 -0.0616 2.0688 -0.871
H -2.5084 0.2020 0.8822 -1.1009 1.3870 -0.0593 0.162
H -2.4492 -0.4643 -0.9077 0.0895 -0.6066 0.7739 0.205
H -0.3364 -1.6375 0.0288 -0.1007 1.7428 0.5681 0.168
H -0.6514 0.4913 2.0221 1.4686 0.0822 -0.3231 0.347
H 0.9811 0.0325 1.3284 0.2302 0.0425 -0.0744 0.432
```
Forces are in eV/Å.

Results
Net charge: -1
E_tot, a.u.: -572.0019



4.
Computed, not measured: a 2-piece molecular cluster, C3H8NS overall at a distorted geometry, with ωB97M-V with the def2-TZVPD basis set.

The geometry in XYZ format:
```
13
Properties=species:S:1:pos:R:3:forces:R:3:mulliken_spin:R:1
C 1.0374 -0.3862 1.3218 -1.5386 0.5100 0.5624 -0.049
S 2.1180 0.0487 -0.0725 -0.6992 -0.2781 0.8157 0.972
H 0.2913 -1.2301 1.2491 0.8415 0.9177 -0.6619 0.001
H 1.6582 -0.7056 2.1105 1.4406 -0.6503 0.8721 0.053
H 0.5300 0.4651 1.8747 0.4598 -0.5732 -1.2791 0.013
C -2.1674 0.3384 0.5480 -2.2395 -1.0868 1.8716 0.007
C -1.0417 -0.0882 -1.4382 -2.8084 -0.8863 -0.2037 -0.003
N -2.1960 0.1661 -0.8969 2.3086 -0.2003 -0.7983 0.004
H -1.4338 1.0598 0.9614 -0.5276 -0.1494 -0.5096 -0.001
H -1.9207 -0.6847 1.0453 -0.5137 1.6415 -0.7755 -0.002
H -3.2828 0.5994 0.9027 2.6748 -0.3608 -0.6337 0.000
H -1.1594 -0.4308 -2.5707 1.1380 1.0020 2.4508 0.000
H -0.1691 -0.1991 -0.7243 -0.5361 0.1139 -1.7109 0.007
```
Forces are in eV/Å.

Results
Net charge: 0
E_tot, a.u.: -571.9136
2S+1: 2



5.
Computed, not measured: a 2-piece molecular cluster, C3H8NS overall, with ωB97M-V with the def2-TZVPD basis set.

The geometry in XYZ format:
```
13
Properties=species:S:1:pos:R:3:forces:R:3:nbo_charge:R:1
C -0.7590 1.1381 -1.0905 0.0580 -0.0938 -0.1213 -0.318
C -0.1843 -0.0745 -1.0657 0.0963 0.0652 0.1976 -0.299
C 0.4706 -0.6606 0.0537 0.2829 -0.2605 -0.2858 -0.053
N 0.3893 0.0641 1.3498 -0.1069 -0.0545 -0.0335 -0.717
S 0.6769 -2.3728 0.3024 0.1086 0.1832 0.4662 0.153
H -1.2332 1.4829 -1.9897 -0.1207 0.1108 -0.1698 0.240
H -0.7663 1.8248 -0.2633 0.0008 0.1747 0.2745 0.182
H -0.2063 -0.6796 -1.9609 0.0156 -0.0864 -0.0305 0.251
H 2.6642 0.1481 -0.4789 -0.3518 -0.1322 0.1274 0.018
H 0.7021 -0.5469 2.1186 -0.0127 0.3275 -0.1490 0.457
H -0.5840 0.3535 1.5459 0.2341 -0.0550 -0.0069 0.447
H 0.9840 0.9039 1.3274 -0.1384 -0.2014 0.0710 0.462
H 0.6096 -2.7296 -0.9749 -0.0659 0.0222 -0.3399 0.178
```
Forces are in eV/Å.

Results
Net charge: +1
E_tot, a.u.: -571.6174



6.
Computed, not measured: a 2-piece molecular cluster, C3H8O overall, with ωB97M-V with the def2-TZVPD basis set.

The geometry in XYZ format:
```
12
Properties=species:S:1:pos:R:3:forces:R:3:nbo_charge:R:1
C -1.8021 0.1692 -0.5446 -0.3069 0.3434 -0.1095 -0.863
C 0.4760 -1.2657 1.3263 0.2646 0.1971 0.4273 0.072
O 1.1062 -0.1410 1.5049 -0.2277 -0.3245 -0.1637 -0.477
C 1.7119 0.4183 0.3195 0.0619 0.1018 -0.1582 -0.264
H -1.5122 0.4688 -1.5551 -0.0523 -0.0408 0.1256 0.210
H -2.8300 -0.2030 -0.5577 0.1568 0.0566 -0.0175 0.215
H -1.7489 1.0390 0.1192 0.0059 -0.1597 -0.1069 0.205
H -1.1367 -0.6094 -0.1922 0.0628 -0.1300 -0.0030 0.224
H 0.0642 -1.4721 2.3463 0.0724 0.0388 -0.1592 0.079
H 1.6866 -0.3464 -0.4660 0.0578 0.2638 0.1742 0.208
H 1.1196 1.2972 0.0331 0.2230 -0.2476 0.0698 0.195
H 2.7365 0.7146 0.5758 -0.3181 -0.0989 -0.0788 0.195
```
Forces are in eV/Å.

Results
Net charge: 0
E_tot, a.u.: -194.2120



7.
Computed, not measured: one molecule with the formula C3H8O, with ωB97M-V with the def2-TZVPD basis set.

The geometry in XYZ format:
```
12
Properties=species:S:1:pos:R:3:forces:R:3:nbo_charge:R:1
C 1.3509 -0.3187 -0.5536 0.0141 -0.0525 0.0478 -0.609
C 0.1740 0.5911 -0.1860 -0.0225 0.1004 0.1444 -0.442
C -1.2015 -0.0532 0.0552 -0.0215 -0.0103 -0.2330 -0.066
O -1.5550 0.1117 1.4289 -0.2405 -0.4254 0.1527 -0.722
H 1.3116 -1.2680 -0.0045 -0.0035 0.1420 -0.0581 0.198
H 2.2912 0.1751 -0.2831 -0.1193 -0.1137 -0.0883 0.212
H 1.4118 -0.5576 -1.6232 -0.1879 0.0598 0.2197 0.206
H 0.3271 1.0149 0.8087 0.5290 0.2868 -0.1876 0.216
H 0.1214 1.4386 -0.8810 -0.0790 -0.2125 0.0797 0.206
H -1.2295 -1.1168 -0.2298 0.0720 0.1993 0.0352 0.159
H -1.9970 0.4582 -0.4957 0.1777 -0.0988 0.0321 0.183
H -1.0049 -0.4753 1.9642 -0.1185 0.1249 -0.1447 0.460
```
Forces are in eV/Å.

Results
SMILES: CCCO
Net charge: 0
E_tot, a.u.: -194.3195



8.
Computed, not measured: one molecule with the formula C3H8O at a distorted geometry, with ωB97M-V with the def2-TZVPD basis set.

The geometry in XYZ format:
```
12
Properties=species:S:1:pos:R:3:forces:R:3:nbo_charge:R:1
C 1.2717 -0.2450 0.0220 0.8699 -0.2133 1.3724 -0.623
C 0.0091 0.3673 -0.4467 -0.7958 -0.4285 -1.0206 0.082
C -1.1669 -0.4956 0.0083 -0.6258 1.1163 0.1648 -0.629
O -0.1715 1.7083 -0.0366 -0.3064 -0.3498 2.4716 -0.698
H 1.2395 -0.1587 1.1163 0.3930 -0.0937 0.0590 0.191
H 1.2922 -1.3151 -0.1842 0.1128 0.0405 -0.2266 0.212
H 2.1899 0.2322 -0.3298 -0.2303 0.0032 -0.0691 0.220
H 0.0655 0.4173 -1.5177 -0.3230 0.0456 -0.7540 0.171
H -1.1467 -0.4626 1.1198 -0.4785 -0.0281 -0.5163 0.191
H -2.1288 -0.1346 -0.4278 0.6600 -0.0198 0.6855 0.221
H -1.0922 -1.5212 -0.2765 0.3474 -0.7723 -0.2661 0.212
H -0.3619 1.6077 0.9530 0.3768 0.6999 -1.9006 0.451
```
Forces are in eV/Å.

Results
SMILES: CC(C)O
Net charge: 0
E_tot, a.u.: -194.3265



9.
Computed, not measured: C3H8O as an isolated structure at a distorted geometry, with ωB97M-V with the def2-TZVPD basis set.

The geometry in XYZ format:
```
12
Properties=species:S:1:pos:R:3:forces:R:3:nbo_charge:R:1
C 0.3749 1.7526 0.0664 -0.2553 -0.1835 -0.4912 -0.642
C -0.3081 0.3756 -0.0620 -0.6965 -0.3080 -1.5373 -0.024
O 0.5729 -0.5798 0.3886 0.1667 0.0705 0.4523 -0.530
C 0.0489 -1.8197 0.0921 -0.7083 -0.0947 -1.3173 -0.239
H 1.3993 1.6971 -0.3174 -0.2480 -0.0398 -0.0885 0.219
H -0.1802 2.4908 -0.5101 0.0424 0.0820 -0.0668 0.214
H 0.4557 2.1488 1.0985 -0.3221 -0.6370 -0.3825 0.219
H -0.6776 -0.2206 -1.2047 0.8951 2.9502 2.1417 0.118
H -1.2691 0.3301 0.4783 0.1864 0.1312 0.0266 0.160
H -0.4375 -1.5741 -1.0537 1.5088 -2.0674 2.2526 0.143
H 0.8602 -2.5435 0.3210 -0.7468 0.0823 -0.8960 0.202
H -0.8393 -2.0574 0.7032 0.1777 0.0143 -0.0936 0.161
```
Forces are in eV/Å.

Results
Net charge: 0
E_tot, a.u.: -194.2549



10.
Computed, not measured: a 3-piece molecular cluster, C3H8O overall, with ωB97M-V with the def2-TZVPD basis set.

The geometry in XYZ format:
```
12
Properties=species:S:1:pos:R:3:forces:R:3:nbo_charge:R:1
H -0.0801 -0.1964 1.7136 0.0541 -0.0068 0.1211 0.006
H 0.3232 -0.1599 2.3397 -0.0478 -0.0020 -0.0192 -0.009
C -1.7916 0.1215 -0.2291 0.0585 -0.0764 -0.1643 -0.406
C -1.0815 -0.3986 -1.2249 -0.1120 0.0698 0.1141 -0.384
H -2.4811 -0.4791 0.3602 0.0905 0.0694 -0.1091 0.194
H -1.7126 1.1731 0.0378 0.0102 -0.1473 -0.0563 0.196
H -0.3810 0.1998 -1.8010 -0.1372 -0.0866 0.0901 0.213
H -1.1633 -1.4495 -1.4931 -0.0225 0.1347 0.0577 0.191
C 2.0931 0.2931 0.0783 -0.0154 0.1767 -0.2753 0.284
O 1.8644 0.8697 -0.9539 0.1685 -0.2366 0.4588 -0.506
H 1.9106 -0.7913 0.2074 -0.0109 0.1094 -0.1077 0.113
H 2.4999 0.8176 0.9649 -0.0359 -0.0044 -0.1099 0.109
```
Forces are in eV/Å.

Results
SMILES: [H][H].C=C.C=O
Net charge: 0
E_tot, a.u.: -194.2383